2 unconnected molecules or ions with the total composition CClO2S at a distorted geometry. Source: the OMol25 dataset; level of theory: wB97M-V/def2-TZVPD.

Last column: Mulliken charge in e.
Atoms and positions in Å:
C  -0.774  -0.268  0.046  0.635
O  -0.323  -1.346  0.034  -0.372
O  1.140  1.202  0.153  -0.624
S  -1.907  0.781  -0.062  -0.411
Cl  2.454  0.230  -0.068  -0.229

**Net charge**: -1
**E_LUMO**: 0.1237 Eh
**Max |F|**: 0.05305 Eh/bohr
**Orbital gap**: 0.2460 hartree
**Highest occupied orbital energy**: -3.33 eV